# C22H20Cl2N6RuS

A structure of composition C22H20Cl2N6RuS (ωB97M-V/def2-TZVPD, OMol25).

Last column: Löwdin spin population.
Geometry (Å):
Ru  0.7580  -1.8630  -0.7884  3.358
C  -0.2078  5.3543  -2.3274  0.025
C  -0.1783  3.9826  -1.7298  0.139
C  -0.9245  3.6887  -0.5823  -0.012
C  -0.9145  2.4320  -0.0406  0.110
C  -0.1344  1.3755  -0.5904  0.044
N  -0.1276  0.1532  -0.0205  0.428
C  -0.4791  0.0141  1.3167  0.033
C  0.1152  0.8325  2.2943  0.048
C  -0.1315  0.6579  3.6364  -0.007
C  -0.9937  -0.3443  4.0805  0.042
C  -1.2408  -0.5624  5.5439  0.008
C  -1.5862  -1.1621  3.1270  -0.003
C  -1.3482  -1.0022  1.7697  0.042
N  -2.0374  -1.8381  0.8622  0.007
C  -3.2892  -2.3473  0.9964  0.008
C  -3.5392  -3.1130  -0.1127  0.003
C  -2.3756  -3.0131  -0.8912  0.014
N  -1.4858  -2.2368  -0.2968  0.075
C  0.5736  1.6716  -1.7958  0.109
C  0.5368  2.9469  -2.3270  -0.010
N  1.3604  0.7157  -2.4784  0.021
C  2.5026  0.9782  -3.1662  0.019
C  2.8436  -0.1611  -3.8480  0.010
C  1.8446  -1.0883  -3.5201  0.027
N  0.9461  -0.5515  -2.6989  0.055
H  -0.4314  6.0969  -1.5638  0.002
H  -0.9822  5.4212  -3.0953  0.011
H  0.7434  5.6053  -2.7950  0.003
H  -1.5362  4.4612  -0.1335  -0.003
H  -1.5412  2.2090  0.8110  0.003
H  0.8156  1.5881  1.9609  0.000
H  0.3589  1.2990  4.3588  -0.001
H  -1.1756  0.3767  6.0909  0.001
H  -0.4928  -1.2415  5.9588  0.003
H  -2.2205  -1.0047  5.7166  0.001
H  -2.2411  -1.9606  3.4530  -0.001
H  -3.9137  -2.1216  1.8432  0.001
H  -4.4364  -3.6616  -0.3387  0.000
H  -2.1501  -3.4624  -1.8452  0.000
H  1.0555  3.1378  -3.2579  -0.003
H  2.9967  1.9331  -3.1102  0.001
H  3.6977  -0.3099  -4.4850  0.000
H  1.7268  -2.1061  -3.8583  0.001
S  0.5170  -5.4145  -3.7103  0.121
C  0.8360  -4.4591  -2.4838  0.066
N  1.0828  -3.7401  -1.5689  0.081
Cl  3.2884  -0.7458  -0.2967  0.058
C  3.5083  -1.6551  1.2120  0.005
Cl  1.9399  -2.3055  1.7305  0.052
H  3.8822  -0.9810  1.9720  0.001
H  4.1849  -2.4789  1.0221  0.000

Computed properties:
net charge: +1
HOMO level (alpha / beta): -10.37 / -10.79 eV
2S+1: 6